Formula: C3H7NO3
Source: OMol25
Level of theory: ωB97M-V/def2-TZVPD

XYZ file:
```
14
Properties=species:S:1:pos:R:3
O -2.341 1.488 0.002
O 1.705 -4.674 0.212
O 0.555 1.767 -1.235
N 0.329 -0.023 0.048
C 0.702 0.624 -1.040
C -1.404 1.707 0.641
C -0.368 0.708 1.177
H 0.181 1.223 2.051
H -0.842 -0.139 1.745
H -1.051 2.764 0.781
H 2.360 -4.871 0.832
H 2.054 -4.801 -0.703
H 1.225 -0.053 -1.743
H 0.848 -0.837 0.198
```

Summary:
Calculated total energy ... -398.94270 Eh
M ... 105.09 g mol⁻¹
Energy relative to the best compared isomer or geometry (same formula, charge and spin) ... 59.6 kcal/mol
Structure (SMILES) ... O=CCNC=O.O



Formula: Cl2HNS
Source: OMol25
Level of theory: ωB97M-V/def2-TZVPD

XYZ file:
```
5
Properties=species:S:1:pos:R:3
Cl 0.908 -1.641 0.380
Cl 1.741 1.195 0.775
S 0.638 0.051 -0.563
N -1.466 0.648 -0.453
H -1.821 -0.253 -0.139
```

Summary:
Calculated total energy ... -1373.76405 Eh
M ... 117.99 g mol⁻¹
Energy relative to the best compared isomer or geometry (same formula, charge and spin) ... 72.3 kcal/mol



Formula: C31H18F8N3OS2TcTe
Source: OMol25
Level of theory: ωB97M-V/def2-TZVPD

XYZ file:
```
65
Properties=species:S:1:pos:R:3
Te -4.194 6.084 0.362
Tc -0.908 0.411 0.715
S 1.365 0.869 1.203
S -0.145 0.047 3.564
F 4.897 -6.132 4.923
F -4.182 5.749 2.141
F 6.197 -4.676 3.802
F -2.676 -0.231 0.978
F -5.978 6.557 0.485
F -3.792 7.987 0.771
F 5.132 -6.363 2.846
F -5.074 4.152 -0.025
O -3.131 2.612 0.448
N -1.761 1.308 -0.815
N -0.401 -1.056 -0.376
N -1.043 -0.359 -9.444
C 4.935 -5.388 3.770
C 0.303 2.503 4.755
C -2.962 2.009 -0.651
C -3.073 1.189 -2.713
C -0.876 -0.148 -2.659
C 2.787 -2.258 3.200
C -3.767 1.979 -1.830
C 0.494 1.711 3.594
C 1.175 -2.639 -0.867
C 1.798 -2.717 2.342
C 0.433 -0.428 2.007
C 3.735 -4.556 3.374
C 2.678 -4.991 2.566
C 1.024 4.324 3.419
C -1.890 0.773 -2.165
C -0.538 -1.550 -6.073
C -0.110 -1.023 -1.800
C -0.542 -0.386 -6.910
C 0.577 -1.910 0.148
C 1.145 2.206 2.432
C -0.861 -0.425 -8.302
C 0.686 -1.876 1.683
C 0.722 -2.033 -2.028
C -0.717 -0.222 -4.148
C -0.540 0.976 -4.889
C -0.670 0.837 -6.240
C 1.738 -4.119 2.060
C 3.641 -3.251 3.841
C 0.739 3.823 4.654
C 1.448 3.572 2.338
C -0.624 -1.472 -4.675
H -3.331 0.999 -3.789
H -3.916 3.232 0.269
H 1.066 5.406 3.367
H -0.351 -2.450 -6.644
H -0.897 1.733 -6.860
H -0.176 -2.464 2.089
H -4.620 2.492 -2.122
H 2.613 -6.020 2.120
H -0.119 2.031 5.626
H 1.806 -3.482 -0.706
H 0.882 -4.601 1.623
H 4.407 -2.859 4.465
H 0.770 4.467 5.487
H -0.720 -2.412 -4.140
H 0.923 -2.311 -3.012
H 1.963 4.022 1.446
H -0.345 1.966 -4.463
H 2.848 -1.222 3.437
```

Summary:
Calculated total energy ... -3375.71659 Eh
Total charge ... -1
M ... 890.22 g mol⁻¹
Energy relative to the best compared isomer or geometry (same formula, charge and spin) ... 0.0 kcal/mol
Multiplicity ... 4
<S²> ... 3.8040



Formula: C6H11N
Source: OMol25
Level of theory: ωB97M-V/def2-TZVPD

XYZ file:
```
18
Properties=species:S:1:pos:R:3
N 1.010 0.964 1.436
C 1.944 0.169 0.076
C -1.644 -1.069 0.308
C -0.244 0.754 1.404
C -0.538 -0.029 0.118
C 0.804 -0.715 -0.294
C -0.966 1.007 -0.935
H 1.893 1.155 1.823
H -1.195 0.507 -1.883
H -0.169 1.738 -1.114
H 0.893 -1.668 0.242
H 2.230 0.931 -0.666
H -2.599 -0.590 0.546
H -1.775 -1.654 -0.611
H -1.400 -1.763 1.120
H 2.862 -0.364 0.402
H 0.753 -0.923 -1.362
H -1.859 1.551 -0.611
```

Summary:
Calculated total energy ... -289.85163 Eh
M ... 97.16 g mol⁻¹
Energy relative to the best compared isomer or geometry (same formula, charge and spin) ... 75.3 kcal/mol



Formula: C27H24F2N
Source: OMol25
Level of theory: ωB97M-V/def2-TZVPD

XYZ file:
```
54
Properties=species:S:1:pos:R:3
F -4.242 2.813 -4.403
F -4.897 0.757 1.596
N 2.755 -3.354 2.179
C 1.247 -0.117 3.166
C 1.752 -1.400 3.271
C -1.199 0.975 -5.197
C 1.329 2.408 -0.753
C 0.889 2.707 0.615
C -1.196 0.248 -1.563
C -3.126 2.027 -4.250
C -2.318 1.806 -5.363
C -3.261 -0.921 1.994
C -2.138 -1.618 1.525
C 1.123 0.534 1.892
C 1.030 4.693 -0.609
C -1.657 0.772 -2.801
C 3.104 -4.130 1.003
C 0.658 4.142 0.625
C -2.867 1.495 -2.997
C -3.098 0.581 0.067
C -1.531 -1.256 0.339
C 1.357 -0.287 0.763
C 0.796 1.911 1.757
C 2.061 -1.465 0.858
C 2.221 -2.102 2.117
C -1.945 -0.110 -0.397
C 2.944 -4.113 3.397
C -3.734 0.132 1.212
C -0.860 0.488 -3.950
C 1.431 3.611 -1.475
H -1.756 -2.467 2.087
H 1.755 3.717 -2.513
H 1.025 5.747 -0.888
H -0.732 -1.870 -0.075
H 3.292 -3.504 0.129
H 0.251 4.655 1.491
H -2.577 2.232 -6.328
H -0.005 -0.177 -3.827
H 0.923 0.424 4.052
H 0.548 2.431 2.687
H -3.573 1.645 -2.195
H 2.458 -3.652 4.257
H 1.811 -1.881 4.247
H 4.016 -4.699 1.228
H 2.543 -5.127 3.249
H -3.771 -1.207 2.907
H -0.598 0.704 -6.060
H 1.648 1.448 -1.123
H 4.020 -4.217 3.606
H -0.185 -0.159 -1.624
H -3.465 1.465 -0.438
H 2.464 -1.908 -0.049
H 0.978 0.022 -0.200
H 2.305 -4.849 0.759
```

Summary:
Calculated total energy ... -1297.38072 Eh
Total charge ... +1
M ... 400.49 g mol⁻¹



Formula: C3H4Cl8
Source: OMol25
Level of theory: ωB97M-V/def2-TZVPD

XYZ file:
```
15
Properties=species:S:1:pos:R:3
Cl -10.817 -15.398 -4.400
Cl -8.382 -10.839 -4.190
Cl -10.793 -14.068 -1.740
Cl -6.647 -9.207 -2.423
Cl -4.686 -4.843 -1.068
Cl -5.141 -7.584 -0.175
Cl -9.426 -10.012 -1.422
Cl -2.732 -7.089 -1.282
C -4.414 -6.617 -1.362
C -10.077 -14.167 -3.387
C -8.363 -9.562 -2.856
H -10.210 -13.194 -3.861
H -4.904 -6.913 -2.290
H -9.014 -14.396 -3.313
H -8.886 -8.694 -3.258
```

Summary:
Calculated total energy ... -3798.21417 Eh
Total charge ... -1
M ... 323.69 g mol⁻¹
Energy relative to the best compared isomer or geometry (same formula, charge and spin) ... 0.0 kcal/mol
Multiplicity ... 2
<S²> ... 0.7534



Formula: C18H29ClErI2NP2S
Source: OMol25
Level of theory: ωB97M-V/def2-TZVPD

XYZ file:
```
55
Properties=species:S:1:pos:R:3
Er 0.039 -1.755 1.050
I -2.035 0.898 -2.653
I 0.350 0.107 -3.581
Cl 0.402 -4.041 0.205
S 0.004 1.382 0.196
P -1.212 -2.231 -3.864
P 1.215 -2.467 3.252
N 0.837 0.379 1.171
C -1.291 2.311 1.121
C 1.192 2.603 -0.396
C 0.104 -3.779 3.946
C -1.913 -1.190 -5.263
C 2.371 3.683 -2.225
C -2.365 -3.614 -3.473
C -2.432 2.946 3.164
C -2.145 3.165 0.410
C 1.314 2.901 -1.755
C 2.754 -3.418 2.970
C -3.267 3.820 2.457
C -3.129 3.919 1.067
C -0.056 -3.508 -4.546
C 1.516 -1.148 4.483
C -1.496 2.154 2.493
C 2.957 4.221 0.023
C 2.009 3.302 0.512
C 3.218 4.343 -1.345
H 3.064 -3.904 3.916
H -2.122 -1.849 -6.101
H -2.479 2.862 4.252
H 2.572 -4.174 2.176
H -0.041 -4.568 3.179
H -2.027 3.211 -0.680
H -2.775 -0.597 -4.956
H -3.971 4.451 3.003
H 3.446 4.861 0.749
H 1.702 0.724 1.559
H 0.948 -3.171 -4.846
H 2.493 3.836 -3.293
H 2.429 -0.597 4.199
H 4.034 4.979 -1.680
H 1.826 3.108 1.583
H -3.773 4.587 0.486
H 1.616 -1.582 5.485
H -2.558 -4.034 -4.482
H -3.296 -3.312 -2.967
H -1.845 -4.380 -2.842
H -0.887 -3.348 4.172
H 3.531 -2.727 2.601
H 0.542 2.547 -2.435
H 0.666 -0.439 4.455
H -1.206 -0.412 -5.604
H 0.571 -4.200 4.855
H 0.080 -4.310 -3.780
H -0.878 1.396 2.973
H -0.605 -3.939 -5.400
```

Summary:
Calculated total energy ... -3908.98360 Eh
Total charge ... +2
M ... 809.97 g mol⁻¹
Energy relative to the best compared isomer or geometry (same formula, charge and spin) ... 60.9 kcal/mol
Multiplicity ... 4
<S²> ... 3.7531



Formula: C6H14OSi2
Source: OMol25
Level of theory: ωB97M-V/def2-TZVPD

XYZ file:
```
23
Properties=species:S:1:pos:R:3
Si 0.061 -0.244 -0.305
Si -1.465 1.859 -2.128
O -0.974 0.734 -1.112
C 1.825 0.102 -0.896
C -0.063 0.287 2.138
C -0.673 -1.981 -0.141
C 0.259 -1.089 2.710
C -0.198 -3.032 -0.773
C 2.238 0.616 -2.046
H -0.029 -1.214 3.774
H 0.384 1.181 2.442
H -0.500 -4.041 -0.723
H -0.608 2.190 -3.346
H 1.373 -1.190 2.522
H -2.886 1.573 -2.281
H -1.171 0.456 2.224
H -1.577 3.262 -1.502
H 2.554 -0.333 -0.236
H 3.248 0.743 -2.331
H 1.451 1.138 -2.694
H -0.135 -2.054 2.153
H 0.626 -3.046 -1.393
H -1.469 -2.072 0.536
```

Summary:
Calculated total energy ... -891.17036 Eh
M ... 158.35 g mol⁻¹
Energy relative to the best compared isomer or geometry (same formula, charge and spin) ... 60.2 kcal/mol



Formula: C4H10NO3
Source: OMol25
Level of theory: ωB97M-V/def2-TZVPD

XYZ file:
```
18
Properties=species:S:1:pos:R:3
O -0.423 -1.662 0.483
O -2.432 -1.817 -2.003
O 0.913 -1.842 2.172
N 0.077 3.099 -1.103
C 0.756 1.822 -0.945
C 1.121 0.297 0.970
C 0.415 -1.229 1.254
C 0.151 1.016 0.081
H -1.702 -1.635 -1.397
H 0.878 1.345 -1.955
H 1.464 0.631 1.962
H -0.380 1.740 0.742
H -0.469 0.133 -0.291
H 1.761 2.208 -0.540
H -2.210 -1.233 -2.687
H -0.697 2.695 -1.718
H 2.078 -0.070 0.575
H -0.385 3.617 -0.349
```

Summary:
Calculated total energy ... -438.89478 Eh
Total charge ... -1
M ... 120.13 g mol⁻¹
Energy relative to the best compared isomer or geometry (same formula, charge and spin) ... 56.8 kcal/mol



Formula: C6H16O5SSi
Source: OMol25
Level of theory: ωB97M-V/def2-TZVPD

XYZ file:
```
29
Properties=species:S:1:pos:R:3
S -1.371 -0.653 -1.933
Si 0.906 0.549 2.545
O 2.913 2.472 2.061
O -1.586 0.657 -1.403
O 4.660 2.040 3.376
O -0.651 -1.624 -1.167
O -2.764 -1.279 -2.373
C 4.363 0.571 1.518
C 3.989 1.724 2.410
C -0.665 -0.520 -3.540
C 1.824 1.783 1.425
C -3.578 -1.883 -1.343
C -4.326 -0.854 -0.520
H -4.273 -2.523 -1.881
H 4.259 0.796 0.465
H 0.304 -0.042 -3.422
H 0.129 -0.358 1.672
H -3.645 -0.258 0.086
H -2.953 -2.522 -0.718
H -0.015 1.224 3.474
H -5.029 -1.355 0.146
H -1.316 0.091 -4.157
H 3.737 -0.285 1.743
H 2.122 1.343 0.480
H -0.550 -1.517 -3.954
H 5.382 0.315 1.752
H -4.878 -0.174 -1.167
H 1.111 2.558 1.169
H 1.903 -0.278 3.257
```

Summary:
Calculated total energy ... -1302.04975 Eh
M ... 228.34 g mol⁻¹
Structure (SMILES) ... CC(=O)OC[SiH3].CCOS(C)(=O)=O



Formula: C33H87N11O13
Source: OMol25
Level of theory: ωB97M-V/def2-TZVPD

XYZ file:
```
144
Properties=species:S:1:pos:R:3
O 5.959 -8.681 11.022
O 7.892 -12.733 9.243
O 7.521 -5.649 16.108
O -0.489 -9.797 13.608
O 1.575 -8.490 16.665
O 2.590 -10.467 10.161
O -3.300 -14.283 15.727
O 0.678 -12.356 17.679
O 5.794 -12.996 12.682
O 9.458 -10.753 16.355
O 4.061 -8.482 13.755
O 5.458 -14.477 16.905
O 10.387 -10.402 4.890
N 7.828 -8.609 15.665
N -3.071 -12.393 13.711
N 9.495 -12.715 6.601
N 2.664 -6.835 15.572
N 2.674 -13.557 10.743
N 3.201 -12.993 15.807
N 4.927 -6.775 11.780
N 0.885 -6.327 16.910
N 3.803 -10.271 15.116
N 5.091 -10.451 13.248
N 6.573 -6.691 10.192
C 5.806 -7.453 11.027
C -2.087 -14.320 14.982
C -3.062 -14.582 17.084
C -0.980 -11.069 13.249
C 3.592 -12.947 17.209
C 6.589 -7.832 15.570
C 6.954 -13.743 12.957
C 1.715 -12.676 10.065
C -2.228 -11.227 14.107
C 7.045 -11.791 9.854
C 4.283 -9.685 14.008
C -2.375 -13.656 13.629
C 7.752 -9.838 14.864
C 6.684 -14.903 17.449
C 7.154 -4.962 14.930
C 10.424 -11.758 4.498
C 1.681 -7.295 16.374
C 9.210 -11.644 7.531
C 9.267 -12.461 5.203
C 9.081 -10.534 15.004
C 0.951 -11.889 16.364
C 2.347 -11.545 9.288
C 0.872 -9.597 13.323
C 9.186 -12.162 8.967
C 4.712 -13.760 12.167
C 5.113 -13.162 17.250
C 10.797 -11.125 16.583
C 11.647 -9.777 4.792
C -0.082 -11.433 18.423
C 6.588 -6.635 16.510
C 1.755 -12.939 15.608
C 3.212 -9.325 9.576
C 3.650 -12.852 11.562
H 0.084 -6.614 17.441
H 6.919 -10.873 9.274
H 5.115 -14.416 11.385
H 6.826 -7.008 17.507
H 7.129 -7.175 9.512
H 1.389 -10.890 16.270
H 3.165 -9.740 15.695
H 10.998 -12.166 16.320
H 7.198 -11.526 10.907
H 1.335 -13.931 15.820
H 4.456 -7.293 12.526
H 5.138 -11.460 13.399
H 6.083 -4.731 14.906
H -1.993 -11.370 15.166
H 6.823 -15.975 17.349
H -3.750 -12.545 14.451
H -2.263 -14.010 17.563
H 3.197 -13.826 17.736
H 8.350 -11.879 5.029
H 11.549 -8.714 5.012
H 3.589 -8.692 10.372
H 1.102 -13.240 9.358
H 3.277 -11.876 8.807
H -3.929 -14.345 17.707
H 4.013 -9.641 8.898
H -1.299 -11.279 12.221
H 9.939 -12.942 9.088
H 7.008 -10.541 15.265
H 10.929 -11.155 17.669
H 0.517 -10.611 18.831
H -1.764 -15.369 15.022
H 6.070 -12.282 9.926
H -0.028 -11.838 15.874
H 9.177 -11.460 14.425
H -1.412 -13.567 13.120
H 10.096 -10.995 7.590
H 2.090 -14.162 11.309
H 6.864 -14.828 12.871
H 3.312 -12.004 17.674
H 1.514 -10.392 13.714
H 12.135 -9.870 3.819
H 6.313 -5.731 10.055
H 1.720 -11.295 8.422
H 2.751 -5.862 15.356
H -2.858 -10.346 14.008
H 7.547 -9.579 13.830
H 7.500 -14.303 17.031
H 7.322 -5.580 14.041
H 10.260 -11.845 3.416
H -0.235 -11.843 13.468
H -0.419 -11.979 19.306
H 1.584 -12.765 14.540
H -0.936 -10.970 17.921
H 9.439 -11.372 9.677
H 4.336 -14.446 12.930
H 7.786 -4.082 14.851
H 9.809 -9.853 14.542
H 5.800 -8.527 15.893
H 3.049 -7.528 14.930
H 11.354 -12.286 4.728
H -2.929 -14.407 13.057
H 1.031 -9.455 12.249
H 4.767 -5.793 11.667
H 1.016 -12.292 10.820
H 9.227 -13.634 6.911
H 5.492 -12.429 16.526
H 1.020 -5.386 16.605
H -1.185 -13.846 15.401
H 9.010 -13.363 4.640
H 6.776 -14.671 18.518
H 7.595 -13.441 13.783
H 1.222 -8.676 13.790
H 7.590 -13.559 12.073
H 6.325 -7.509 14.562
H 8.377 -11.007 7.222
H 2.440 -8.893 8.930
H 4.097 -12.064 10.962
H 5.353 -10.063 12.349
H -2.919 -15.656 17.237
H 12.307 -10.169 5.574
H 7.894 -8.835 16.651
H 5.466 -12.968 18.267
H 5.585 -6.194 16.522
H 3.797 -11.292 15.172
H 3.148 -12.356 12.404
H 11.448 -10.321 16.237
H 3.708 -13.746 15.369
```

Summary:
Calculated total energy ... -2889.83201 Eh
M ... 846.12 g mol⁻¹
Energy relative to the best compared isomer or geometry (same formula, charge and spin) ... 9.1 kcal/mol
Structure (SMILES) ... COCCNCCOC.COCCNCCOC.COCCNCCOC.COCCNCCOC.COCCNCCOC.NC(N)=O.NC(N)=O.NC(N)=O



Formula: C21H28N4O3
Source: OMol25
Level of theory: ωB97M-V/def2-TZVPD

XYZ file:
```
56
Properties=species:S:1:pos:R:3
O -2.496 4.232 -1.453
O -0.545 -3.980 1.024
O 0.457 -4.410 3.101
N 0.444 -1.388 1.035
N 1.919 2.276 -0.244
N -0.906 0.234 -0.695
N 0.293 0.544 -0.191
C 1.115 -2.466 1.709
C -2.935 -3.458 1.085
C -2.322 4.237 -0.053
C 0.935 5.021 -3.671
C -1.260 1.271 -1.449
C 3.979 2.103 0.968
C 1.311 -6.232 1.650
C -1.848 -4.524 1.185
C -0.259 3.546 -2.171
C 0.029 -3.445 2.186
C 2.655 1.541 0.556
C -1.287 5.575 -2.982
C 0.741 1.784 -0.626
C -0.279 2.283 -1.439
C 2.255 0.273 1.025
C 1.030 -0.234 0.642
C 0.881 3.876 -2.901
C -2.530 1.244 -2.217
C -1.340 4.436 -2.189
C 1.572 -5.229 2.768
C -0.162 5.863 -3.731
H -1.950 5.209 0.289
H -1.631 3.458 0.280
H -3.039 0.300 -2.044
H -2.322 1.356 -3.280
H 1.781 -5.759 3.702
H -1.955 -5.246 0.372
H 2.901 -0.289 1.677
H -1.908 -5.055 2.142
H 1.727 3.207 -2.858
H 1.808 -2.988 1.036
H 4.029 2.194 2.051
H -0.720 -2.875 2.760
H 1.118 -5.721 0.711
H 1.828 5.251 -4.233
H -3.912 -3.930 1.133
H -0.137 6.752 -4.344
H -2.856 -2.742 1.900
H -3.175 2.068 -1.919
H -2.144 6.232 -2.991
H 4.111 3.082 0.518
H 2.181 -6.874 1.535
H 2.441 -4.606 2.524
H 4.785 1.446 0.645
H 0.448 -6.846 1.894
H -2.846 -2.923 0.143
H -3.307 4.055 0.374
H 1.662 -2.084 2.575
H -0.369 -1.646 0.488
```

Summary:
Calculated total energy ... -1261.74917 Eh
M ... 384.48 g mol⁻¹
Energy relative to the best compared isomer or geometry (same formula, charge and spin) ... 71.5 kcal/mol
Structure (SMILES) ... CCOC(CNc1cc(C)nc2c(-c3ccccc3OC)c(C)nn12)OCC